{
  "formula": "C6H13N5",
  "method": "ωB97M-V/def2-TZVPD",
  "elements": ["C", "C", "C", "C", "C", "C", "N", "N", "N", "N", "N", "H", "H", "H", "H", "H", "H", "H", "H", "H", "H", "H", "H", "H"],
  "xyz": [[-1.94405, -0.14992, 0.23276], [-0.37678, -1.84594, -0.56508], [-0.07874, -0.87462, 1.69330], [0.28567, 0.67319, -1.70935], [0.22636, 1.85524, 0.33995], [-0.54713, -0.58080, 0.31176], [-3.85253, 0.71871, 0.47032], [-2.67422, 0.57919, 1.10362], [-2.68596, -0.39585, -0.90481], [-3.85316, 0.13191, -0.70589], [0.39665, 0.54473, -0.31202], [0.60040, -2.01570, -1.20023], [-0.65810, -2.70355, 0.04042], [-1.11751, -1.77966, -1.33014], [0.94685, -1.29301, 1.80360], [-0.17916, -0.13123, 2.50879], [-0.86109, -1.68765, 2.04507], [-0.70674, 0.47662, -2.00086], [0.71415, 1.70990, -2.02029], [0.93490, -0.00029, -2.29037], [-0.55244, 2.46754, -0.07663], [0.11306, 1.67851, 1.44933], [1.12791, 2.53054, 0.32846], [1.32997, 0.16672, 0.05278]],
  "e_lumo_ev": -0.13,
  "multiplicity": 1,
  "e_above_lowest_kcal_mol": 91.7,
  "e_tot_ha": -510.0759
}



{
  "formula": "C6H13NO",
  "method": "ωB97M-V/def2-TZVPD",
  "elements": ["C", "C", "C", "C", "O", "H", "H", "H", "H", "H", "H", "H", "H", "C", "C", "N", "H", "H", "H", "H", "H"],
  "xyz": [[-1.06524, 0.78596, 0.78508], [-1.15377, 1.96530, 1.74556], [-0.88797, -0.53480, 1.52320], [0.77201, 0.32049, -2.22663], [1.68519, 1.09598, -2.29966], [-1.97357, 0.74285, 0.17920], [-0.22214, 0.54757, -2.66931], [-0.24776, 2.03686, 2.34337], [0.01097, -0.50980, 2.13560], [-1.99937, 1.84340, 2.41895], [-1.27927, 2.89766, 1.19992], [-0.80429, -1.36170, 0.82101], [-1.73884, -0.72021, 2.17486], [2.09954, -1.35423, -0.85961], [0.83605, -1.03092, -1.57582], [-0.11270, -1.86195, -1.62109], [-0.94008, -1.54957, -2.12889], [-0.22247, 0.94051, 0.10415], [2.22832, -0.66288, -0.02810], [2.07086, -2.37395, -0.48995], [2.94452, -1.21656, -1.53183]],
  "e_lumo_ev": -0.14,
  "smiles": "[H]/N=C(/C)C=O.CCC",
  "multiplicity": 1,
  "e_above_lowest_kcal_mol": 34.6,
  "e_tot_ha": -366.3787
}



{
  "formula": "C6H13NO",
  "method": "ωB97M-V/def2-TZVPD",
  "elements": ["C", "C", "N", "C", "C", "C", "C", "O", "H", "H", "H", "H", "H", "H", "H", "H", "H", "H", "H", "H", "H"],
  "xyz": [[2.35247, -0.16626, -0.15520], [1.67843, 1.12364, -0.15472], [0.23807, 1.22709, 0.42712], [-1.41238, -1.35966, 1.21088], [-1.94226, -0.10487, 0.49045], [-0.96985, 0.68099, -0.33542], [-0.57206, -0.11811, -1.58785], [0.23910, -0.98784, -1.61865], [2.57943, -0.77775, -1.03991], [3.26124, -0.08239, 0.24910], [1.84120, -1.00824, 0.44753], [2.22403, 1.94810, 0.32287], [1.57475, 1.69520, -1.09803], [0.32020, 0.94654, 1.33965], [-2.21330, -2.15435, 1.05687], [-0.55369, -1.71278, 0.70546], [-1.42988, -1.10678, 2.33520], [-2.66952, -0.42826, -0.33473], [-2.47467, 0.70577, 1.15040], [-1.42910, 1.61819, -0.76213], [-0.64220, 0.06178, -2.64888]],
  "e_lumo_ev": 1.02,
  "smiles": "CCN[C@@H](C=O)CC",
  "multiplicity": 1,
  "e_above_lowest_kcal_mol": 93.0,
  "e_tot_ha": -366.2856
}



{
  "formula": "C6H13NO",
  "method": "ωB97M-V/def2-TZVPD",
  "elements": ["O", "C", "C", "C", "C", "C", "C", "N", "H", "H", "H", "H", "H", "H", "H", "H", "H", "H", "H", "H", "H"],
  "xyz": [[2.89993, -1.08400, 2.35337], [1.87998, -0.45002, 2.37520], [1.41057, 0.39264, 1.21600], [0.59519, -0.45197, 0.21908], [-0.83065, 0.02597, -0.03719], [-1.34941, -0.33077, -1.42336], [-2.74180, 0.16443, -1.73879], [2.62262, 1.00072, 0.63953], [1.23636, -0.48335, 3.27189], [0.80467, 1.23639, 1.51861], [1.07602, -0.48829, -0.76045], [0.56940, -1.51747, 0.45525], [-1.51439, -0.36002, 0.72275], [-0.93083, 1.11185, 0.09761], [-1.35424, -1.42823, -1.51537], [-0.64138, -0.02007, -2.20056], [-3.34759, -0.57331, -2.23414], [-2.81509, 1.08006, -2.33666], [-3.37435, 0.42039, -0.88428], [3.33486, 0.29465, 0.50860], [2.47015, 1.46039, -0.24709]],
  "e_lumo_ev": 1.00,
  "smiles": "CCCC[C@H](N)C=O",
  "multiplicity": 1,
  "e_above_lowest_kcal_mol": 33.9,
  "e_tot_ha": -366.3799
}



{
  "formula": "C6H13NO",
  "method": "ωB97M-V/def2-TZVPD",
  "elements": ["C", "C", "C", "O", "N", "H", "H", "H", "H", "H", "H", "H", "C", "C", "C", "H", "H", "H", "H", "H", "H"],
  "xyz": [[1.52961, 1.33282, 0.34966], [-0.65309, 1.29928, 1.66870], [0.02496, 1.38401, 0.33416], [2.07390, 1.28878, -0.93745], [-0.51951, 1.49330, -0.79600], [1.32676, 1.43564, -1.54201], [-1.53430, 1.53473, -0.79492], [1.90685, 2.22343, 0.88125], [1.85972, 0.45379, 0.91353], [-0.19881, 1.99366, 2.37869], [-0.53634, 0.28395, 2.06196], [-1.71112, 1.51077, 1.58295], [0.43799, -1.76848, -1.44035], [-0.32242, -2.01085, -0.18485], [-1.58536, -1.68225, 0.00867], [0.23547, -2.52492, 0.59967], [0.74108, -2.71930, -1.88218], [-0.16137, -1.23309, -2.15751], [1.34402, -1.20391, -1.23788], [-2.09375, -1.89989, 0.94094], [-2.16429, -1.19145, -0.74702]],
  "e_lumo_ev": 0.94,
  "smiles": "[H]/N=C(\\C)CO.C=CC",
  "multiplicity": 1,
  "e_above_lowest_kcal_mol": 41.4,
  "e_tot_ha": -366.3679
}



{
  "formula": "C6H13NO",
  "method": "ωB97M-V/def2-TZVPD",
  "elements": ["C", "C", "N", "C", "C", "C", "C", "H", "H", "H", "H", "H", "H", "H", "H", "H", "H", "H", "H", "H", "O"],
  "xyz": [[-0.63137, 1.06960, -0.10635], [-1.28333, -0.30195, 0.04396], [0.59559, -2.44205, 2.58357], [-0.40047, -1.72495, 1.87685], [-0.34472, -1.35335, 0.60962], [0.68918, -1.84646, -0.34570], [1.88769, -1.30200, -0.49246], [-0.03250, 1.35602, 0.74889], [-1.49479, 1.74803, -0.14582], [0.07578, 1.17809, -0.91690], [-1.74880, -0.64631, -0.87340], [-2.18144, -0.27307, 0.67219], [0.16017, -3.19445, 3.10967], [1.16770, -2.93398, 1.89791], [-1.18105, -1.25331, 2.46587], [0.36267, -2.63563, -1.02968], [2.57569, -1.49933, -1.30889], [2.30015, -0.53357, 0.15617], [-0.01067, 4.86430, -2.54804], [-0.02893, 6.28611, -3.22604], [-0.47653, 5.43830, -3.17145]],
  "e_lumo_ev": 0.84,
  "smiles": "C=C/C(=C\\N)CC.O",
  "multiplicity": 1,
  "e_above_lowest_kcal_mol": 50.9,
  "e_tot_ha": -366.3528
}



{
  "formula": "C6H13NO",
  "method": "ωB97M-V/def2-TZVPD",
  "elements": ["C", "N", "C", "C", "C", "C", "C", "O", "H", "H", "H", "H", "H", "H", "H", "H", "H", "H", "H", "H", "H"],
  "xyz": [[-1.04162, 1.30677, -1.69361], [-0.24582, 0.10110, -1.62715], [-0.15481, -0.49429, -0.30852], [0.68082, 0.40237, 0.65074], [0.08222, 0.85522, 1.95351], [0.86901, 1.26623, 2.94089], [0.43874, -1.90824, -0.42070], [-0.12435, -2.61365, -1.55698], [-1.12779, 1.51811, -2.77656], [-2.11009, 1.23184, -1.42187], [-0.64729, 2.23349, -1.27466], [-0.56964, -0.64417, -2.23352], [-1.14440, -0.59196, 0.21748], [0.88696, 1.31421, 0.04314], [1.72867, 0.01610, 0.63272], [-0.99951, 0.80125, 1.99010], [0.65559, 1.46742, 3.97496], [1.97791, 1.27330, 2.83302], [0.35828, -2.57492, 0.45033], [1.48547, -1.94976, -0.88822], [-0.99836, -3.01044, -1.48511]],
  "e_lumo_ev": 0.88,
  "smiles": "C=CC[C@H](CO)NC",
  "multiplicity": 1,
  "e_above_lowest_kcal_mol": 65.6,
  "e_tot_ha": -366.3294
}



{
  "formula": "C6H13NO",
  "method": "ωB97M-V/def2-TZVPD",
  "elements": ["C", "C", "C", "C", "C", "C", "N", "O", "H", "H", "H", "H", "H", "H", "H", "H", "H", "H", "H", "H", "H"],
  "xyz": [[-0.52653, 0.57431, 0.86821], [-1.18337, -0.29600, -0.48722], [1.60729, 0.62704, -0.26872], [-0.30618, -1.25615, -1.26138], [0.92928, -0.43208, -1.51748], [-0.15040, -0.39101, 1.97848], [0.57844, 1.33566, 0.39953], [-1.50595, 1.44134, 1.36793], [-2.06526, 1.75889, 0.64578], [0.25170, 2.12446, -0.15218], [-2.00848, -0.81359, 0.00367], [-1.59053, 0.48931, -1.12901], [2.32137, 1.32068, -0.70713], [2.10049, -0.06239, 0.41120], [-0.07085, -2.14305, -0.66789], [-0.78224, -1.57535, -2.19179], [0.81507, 0.26008, -2.35232], [1.78340, -1.09836, -1.70869], [0.53655, -1.15593, 1.62724], [-1.05960, -0.86316, 2.34623], [0.32582, 0.15530, 2.79554]],
  "e_lumo_ev": 0.92,
  "smiles": "C[C@]1(O)CCCCN1",
  "multiplicity": 1,
  "e_above_lowest_kcal_mol": 41.5,
  "e_tot_ha": -366.3678
}



{
  "formula": "C6H13NO",
  "method": "ωB97M-V/def2-TZVPD",
  "elements": ["C", "C", "C", "C", "C", "N", "C", "O", "H", "H", "H", "H", "H", "H", "H", "H", "H", "H", "H", "H", "H"],
  "xyz": [[-0.38834, -0.18142, 1.19418], [-0.07216, -0.29485, -0.31824], [-0.60977, -1.56506, 1.81226], [1.39290, -0.66511, -0.57862], [-0.40572, 0.97203, -1.07623], [-1.02939, 0.74964, -2.30275], [-0.16822, 2.19040, -0.60183], [0.58414, 0.53600, 1.91768], [1.40758, 0.03543, 1.89274], [-1.30429, 0.40859, 1.30619], [-0.71135, -1.09280, -0.71135], [-0.74554, -0.08900, -2.78637], [-1.05562, 1.55861, -2.90581], [-0.79368, -1.46000, 2.87890], [-1.46722, -2.05287, 1.35748], [0.26650, -2.19666, 1.67517], [1.55379, -0.82754, -1.64258], [1.66978, -1.57879, -0.05535], [2.04725, 0.14489, -0.26289], [-0.40611, 3.07153, -1.17320], [0.23549, 2.33698, 0.38063]],
  "e_lumo_ev": 0.92,
  "smiles": "C=C(N)[C@@H](C)[C@@H](C)O",
  "multiplicity": 1,
  "e_above_lowest_kcal_mol": 26.4,
  "e_tot_ha": -366.3918
}



{
  "formula": "C6H13NO",
  "method": "ωB97M-V/def2-TZVPD",
  "elements": ["C", "C", "C", "C", "C", "C", "N", "O", "H", "H", "H", "H", "H", "H", "H", "H", "H", "H", "H", "H", "H"],
  "xyz": [[-0.58682, 0.03561, 0.14212], [0.77366, 0.63125, -0.30710], [-1.51692, -0.30483, -1.06892], [-0.74656, -1.49941, 0.44561], [1.23099, 1.78904, 0.58707], [1.88524, -0.41653, -0.36569], [-2.00548, -1.49444, -0.33622], [-1.20979, 0.89887, 1.13922], [-2.05239, 0.46436, 1.35305], [-2.84203, -1.32215, 0.21980], [0.65974, 1.04794, -1.31662], [-1.00102, -0.55477, -2.00368], [-2.29084, 0.43695, -1.29069], [0.00121, -2.17641, 0.02201], [-0.87745, -1.75865, 1.50088], [0.51300, 2.61598, 0.55651], [2.03301, -0.89611, 0.60832], [1.65833, -1.19361, -1.10232], [1.34314, 1.47143, 1.62917], [2.19388, 2.18684, 0.24805], [2.83715, 0.03866, -0.66058]],
  "e_lumo_ev": 0.84,
  "smiles": "CC(C)C1(O)CNC1",
  "multiplicity": 1,
  "e_above_lowest_kcal_mol": 50.1,
  "e_tot_ha": -366.3541
}



{
  "formula": "C6H13NO",
  "method": "ωB97M-V/def2-TZVPD",
  "elements": ["C", "N", "C", "C", "C", "C", "C", "H", "H", "H", "H", "H", "H", "H", "H", "H", "H", "H", "H", "H", "O"],
  "xyz": [[-0.20027, -1.90262, -0.81378], [2.28077, -0.45976, -0.32257], [1.03815, 0.21411, -0.31835], [-0.13018, -0.42336, -0.51590], [-1.38471, 0.28517, -0.32901], [-2.61068, -0.07945, 0.01729], [1.20840, 1.70820, -0.32311], [-1.17094, -2.30133, -0.56715], [0.56961, -2.49719, -0.32438], [-0.03717, -2.05769, -1.88179], [2.15965, -1.44395, -0.52164], [2.85379, -0.07873, -1.08383], [-1.39267, 1.33469, -0.61130], [-3.38122, 0.66913, -0.03816], [-2.87560, -1.07789, 0.34059], [2.00987, 1.99375, 0.35166], [0.37393, 2.22664, 0.12230], [1.55095, 2.00170, -1.31354], [0.16212, 0.49726, 3.33155], [-0.49052, 0.45566, 1.98084], [-0.53325, 0.93565, 2.82027]],
  "e_lumo_ev": 0.79,
  "smiles": "C=C/C(C)=C(\\C)N.O",
  "multiplicity": 1,
  "e_above_lowest_kcal_mol": 43.5,
  "e_tot_ha": -366.3646
}



{
  "formula": "C6H13NO",
  "method": "ωB97M-V/def2-TZVPD",
  "elements": ["C", "N", "C", "C", "C", "C", "C", "H", "H", "H", "H", "H", "H", "H", "H", "H", "H", "H", "H", "H", "O"],
  "xyz": [[1.26457, 2.39710, -0.18823], [1.00748, 0.97006, -0.29090], [0.00319, 0.28001, 0.34899], [-0.48291, -0.84381, -0.24441], [-1.25526, -1.93790, 0.32912], [-1.75716, -2.12057, 1.55903], [-0.54628, 0.79200, 1.64230], [2.21046, 2.58217, 0.29375], [0.47831, 2.86640, 0.39243], [1.30931, 2.86940, -1.17234], [1.39909, 0.51988, -1.10001], [-0.09109, -1.06402, -1.23877], [-1.59056, -2.67176, -0.39513], [-2.40517, -2.95847, 1.80678], [-1.59581, -1.53646, 2.45537], [-0.42581, 1.85566, 1.75089], [-1.55913, 0.44143, 1.76172], [-0.02086, 0.31049, 2.47432], [1.77607, -1.56667, -3.16921], [0.68466, -0.54207, -3.64882], [1.59688, -0.64287, -3.36688]],
  "e_lumo_ev": 0.74,
  "smiles": "C=C/C=C(\\C)NC.O",
  "multiplicity": 1,
  "e_above_lowest_kcal_mol": 50.6,
  "e_tot_ha": -366.3532
}